83
Properties=species:S:1:pos:R:3:lowdin_spin:R:1 method="wB97M-V/def2-TZVPD" multiplicity=2 homo_lumo_gap_ev="8.03 / 3.83" e_lumo_ha="0.0037 / -0.1497"
Cu 0.133 -0.319 -0.253 0.665
O 0.779 3.184 0.837 0.000
C 1.130 2.238 1.696 0.002
O 1.875 2.578 2.600 0.020
O 0.668 1.100 1.641 0.050
H 1.230 3.823 1.394 0.000
O -1.334 -3.335 -2.098 0.002
C -1.509 -3.279 -0.804 0.005
O -1.041 -2.376 -0.168 0.076
O -2.210 -4.175 -0.277 0.057
H -1.965 -4.032 -2.290 0.000
C -5.977 1.644 -0.933 0.000
O -5.384 0.973 0.172 0.000
C -5.113 -0.412 -0.197 0.000
C -4.511 -1.321 0.928 0.000
N -3.120 -1.020 1.353 0.002
C -2.929 0.279 1.984 0.000
C -3.792 0.578 3.223 0.000
O -3.422 1.834 3.779 0.000
C -4.020 2.944 3.156 0.000
H -5.467 1.492 -1.884 0.000
H -5.993 2.717 -0.742 0.000
H -6.967 1.218 -1.099 0.000
H -4.569 -0.561 -1.130 0.000
H -6.036 -0.883 -0.535 0.000
H -4.582 -2.359 0.606 0.000
H -5.152 -1.095 1.781 0.000
H -2.511 -1.084 0.550 -0.001
H -3.008 1.071 1.238 0.000
H -1.874 0.241 2.255 0.000
H -3.432 -0.088 4.007 0.000
H -4.877 0.515 3.137 0.000
H -3.780 3.881 3.658 0.000
H -5.106 2.873 3.103 0.000
H -3.699 3.043 2.119 0.000
C 4.165 -4.593 4.883 0.000
O 4.106 -4.077 3.534 0.000
C 5.341 -4.211 2.751 0.000
C 5.065 -3.454 1.366 0.000
N 4.937 -2.014 1.555 0.001
C 4.328 -1.334 0.426 0.001
C 2.841 -1.807 0.289 0.000
O 2.297 -1.231 -0.915 0.017
C 2.724 -1.684 -2.204 0.000
H 4.507 -5.627 4.850 0.000
H 3.161 -4.489 5.294 0.000
H 4.825 -4.021 5.535 0.000
H 5.465 -5.255 2.465 0.000
H 6.209 -3.867 3.313 0.000
H 4.243 -3.940 0.841 0.000
H 5.872 -3.506 0.635 0.000
H 4.240 -1.924 2.281 0.000
H 4.878 -1.406 -0.512 0.000
H 4.423 -0.274 0.658 0.000
H 2.320 -1.249 1.067 0.000
H 2.609 -2.870 0.354 0.000
H 2.527 -2.747 -2.344 0.000
H 3.766 -1.427 -2.396 0.000
H 2.188 -1.101 -2.953 0.000
C -2.053 -0.184 -2.842 0.000
O -1.857 0.383 -1.568 0.016
C -1.627 1.808 -1.479 0.000
C -0.285 2.176 -2.237 0.005
N 0.879 1.598 -1.504 0.067
C 2.089 1.754 -2.292 0.006
C 2.492 3.207 -2.689 0.004
O 1.723 3.739 -3.772 0.000
C 2.008 5.057 -4.164 0.000
H -2.729 -1.039 -2.862 0.000
H -1.151 -0.568 -3.319 0.000
H -2.503 0.560 -3.499 0.000
H -1.633 2.127 -0.437 0.000
H -2.437 2.336 -1.983 0.000
H -0.251 3.265 -2.243 0.003
H -0.310 1.841 -3.274 0.000
H 1.016 2.272 -0.765 0.000
H 2.143 1.112 -3.172 0.000
H 2.911 1.307 -1.732 0.000
H 3.538 3.275 -2.988 0.001
H 2.415 3.845 -1.808 0.000
H 1.453 5.731 -3.511 0.000
H 1.627 5.362 -5.139 0.000
H 3.071 5.254 -4.301 0.000

---

84
Properties=species:S:1:pos:R:3:lowdin_charge:R:1 method="wB97M-V/def2-TZVPD" multiplicity=1 charge=-1 homo_lumo_gap_ev=3.63 e_lumo_ha=0.0600
C -0.619 5.722 -7.699 -0.242
N -1.258 4.312 -7.929 -0.087
C -0.440 3.575 -8.397 -0.933
S 0.445 2.680 -9.388 0.481
H -1.135 6.111 -6.811 -0.094
H -0.923 6.363 -8.536 -0.079
O -2.014 3.191 -1.998 -0.232
P -0.638 3.333 -2.515 0.494
O 0.358 2.852 -1.313 -0.192
C 0.180 1.569 -0.733 -0.296
C 0.731 0.457 -1.608 -0.068
O -0.367 4.926 -2.466 -0.193
C -1.411 5.849 -2.184 -0.285
C -1.510 6.137 -0.698 -0.080
O 0.392 3.186 -3.736 -0.157
C 0.240 2.177 -4.757 -0.251
C -1.199 1.831 -5.064 -0.089
H -0.878 1.396 -0.509 0.105
H 0.716 1.581 0.217 0.111
H 0.124 0.338 -2.511 0.063
H 0.728 -0.495 -1.073 0.063
H 1.750 0.680 -1.923 0.087
H -2.360 5.492 -2.582 0.105
H -1.168 6.767 -2.722 0.118
H -1.493 5.219 -0.111 0.069
H -2.430 6.679 -0.470 0.071
H -0.663 6.742 -0.367 0.071
H 0.800 1.283 -4.465 0.100
H 0.721 2.564 -5.655 0.117
H -1.721 1.459 -4.173 0.060
H -1.248 1.058 -5.831 0.085
H -1.736 2.710 -5.423 0.081
O 3.050 0.268 3.025 -0.219
P 3.253 0.421 4.477 0.490
O 1.784 0.598 5.146 -0.186
C 0.781 -0.379 4.889 -0.282
C 0.984 -1.639 5.711 -0.073
O 3.812 1.926 4.637 -0.199
C 4.172 2.708 3.494 -0.281
C 3.001 3.527 2.989 -0.069
O 4.055 -0.018 5.816 -0.168
C 4.581 -1.343 6.000 -0.272
C 5.045 -2.005 4.720 -0.087
H 0.746 -0.616 3.823 0.100
H -0.174 0.075 5.155 0.120
H 1.870 -2.186 5.373 0.060
H 0.125 -2.304 5.618 0.079
H 1.128 -1.392 6.763 0.084
H 4.578 2.073 2.707 0.104
H 4.976 3.372 3.812 0.114
H 2.096 2.924 2.908 0.071
H 3.221 3.954 2.011 0.081
H 2.778 4.342 3.679 0.075
H 3.835 -1.961 6.507 0.102
H 5.423 -1.248 6.686 0.119
H 4.229 -2.096 3.995 0.066
H 5.423 -3.006 4.926 0.083
H 5.839 -1.423 4.249 0.088
O -1.653 -4.685 -1.538 -0.216
P -2.468 -4.605 -0.314 0.491
O -1.449 -4.360 0.924 -0.190
C -0.547 -3.257 0.878 -0.276
C -1.238 -1.946 1.204 -0.072
O -2.886 -6.144 -0.028 -0.201
C -2.614 -7.171 -0.978 -0.289
C -1.265 -7.816 -0.728 -0.076
O -3.826 -4.105 0.410 -0.169
C -4.507 -2.898 0.017 -0.266
C -4.398 -2.582 -1.459 -0.083
H -0.056 -3.203 -0.097 0.110
H 0.228 -3.458 1.619 0.116
H -1.927 -1.662 0.403 0.063
H -0.511 -1.141 1.324 0.070
H -1.818 -2.035 2.124 0.084
H -2.684 -6.785 -1.994 0.104
H -3.403 -7.916 -0.867 0.114
H -0.488 -7.068 -0.575 0.073
H -0.977 -8.449 -1.569 0.075
H -1.295 -8.432 0.173 0.073
H -4.137 -2.064 0.618 0.103
H -5.555 -3.034 0.285 0.119
H -3.355 -2.462 -1.770 0.068
H -4.924 -1.656 -1.689 0.087
H -4.830 -3.385 -2.059 0.087

---

In eV, the E_tot values for the records above are, in order, -95174.7110 -86267.2155.